[1]
A single C24H27N3O5S molecule in a non-equilibrium geometry. Source: the OMol25 dataset; level of theory: ωB97M-V/def2-TZVPD.

Output
HOMO-LUMO gap	0.301	Ha
2S+1	1
calculated total energy	-1869.4597	Ha
HOMO level	-7.56	eV

Each line ends with the Mulliken charge.
Cartesian coordinates (Å):
C (-2.91860, 2.57830, -2.37959)  -1.001
C (-1.87278, 2.89914, -1.32590)  -0.403
H (-0.90024, 3.12391, -1.77784)  0.361
H (-2.18079, 3.76159, -0.72276)  0.326
O (-1.73993, 1.77943, -0.45738)  0.046
C (-0.54560, 1.51935, 0.06287)  0.308
O (0.45112, 2.18097, -0.20269)  -0.839
C (-0.52102, 0.34572, 0.92270)  -0.588
C (0.68514, -0.14419, 1.39571)  -0.138
N (1.90020, 0.45939, 1.25422)  0.093
C (3.05810, -0.15270, 1.61848)  0.662
O (3.06602, -1.22406, 2.18587)  -0.701
C (4.29886, 0.66442, 1.30145)  -0.886
N (4.05569, 1.62434, 0.23365)  0.162
C (4.73312, 2.88906, 0.44524)  -1.241
H (5.82820, 2.79576, 0.44354)  0.389
H (4.44278, 3.58008, -0.34488)  0.306
H (4.41529, 3.30793, 1.39847)  0.393
C (4.37535, 1.06402, -1.07320)  -1.141
C (3.52244, -0.17754, -1.33986)  0.628
O (3.98366, -1.29572, -1.30580)  -0.622
N (2.23077, 0.12916, -1.61761)  0.132
C (1.14690, -0.75598, -1.73028)  0.040
C (-0.02010, -0.29097, -2.32925)  -0.057
C (-1.13789, -1.09817, -2.39821)  -0.511
C (-1.11883, -2.38684, -1.88058)  0.956
C (0.05566, -2.84614, -1.29906)  -0.823
C (1.18105, -2.04845, -1.21992)  -0.693
H (2.08087, -2.42070, -0.75924)  0.444
H (0.09176, -3.84523, -0.89018)  0.350
C (-2.32399, -3.27078, -1.97847)  -1.896
H (-2.37256, -3.95092, -1.13119)  0.369
H (-3.23569, -2.67942, -2.01586)  0.386
H (-2.27206, -3.87188, -2.88726)  0.386
H (-2.04178, -0.72410, -2.85718)  0.279
H (-0.04364, 0.70926, -2.73851)  0.509
H (1.97581, 1.10897, -1.63004)  0.324
H (5.43437, 0.76614, -1.14500)  0.432
H (4.17126, 1.82303, -1.83267)  0.468
H (4.56385, 1.19500, 2.22088)  0.528
H (5.11726, -0.03318, 1.07453)  0.309
H (1.91980, 1.34569, 0.74282)  0.227
S (0.54339, -1.66000, 2.18748)  -0.206
C (-1.16158, -1.63970, 1.92262)  -0.437
C (-1.60329, -0.53525, 1.25850)  1.136
C (-3.01144, -0.31782, 0.98965)  0.684
C (-3.98675, -1.21620, 0.64644)  -0.689
C (-5.18749, -0.47827, 0.54366)  -0.946
C (-4.86946, 0.81415, 0.84726)  0.323
O (-3.55485, 0.91240, 1.12322)  -0.370
C (-5.70322, 2.04296, 0.93492)  -1.310
H (-5.90153, 2.29748, 1.97652)  0.309
H (-6.65118, 1.88440, 0.42892)  0.362
H (-5.18303, 2.88321, 0.47892)  0.287
H (-6.15511, -0.85551, 0.28148)  0.505
H (-3.85455, -2.26395, 0.47500)  0.703
H (-1.76421, -2.44414, 2.29263)  0.554
H (-3.84927, 2.28786, -1.89954)  0.193
H (-2.58410, 1.75648, -3.00695)  0.182
H (-3.09341, 3.45171, -3.00162)  0.445



[2]
A molecular structure, C24H27N5O9PRuS in a non-equilibrium geometry. Source: the OMol25 dataset; level of theory: ωB97M-V/def2-TZVPD.

Output
HOMO-LUMO gap (spin up / spin down)	0.277 / 0.120	Ha
2S+1	5
calculated total energy	-2715.0065	Ha
⟨S²⟩	6.031
net charge	+3
HOMO level (spin up / spin down)	-16.72 / -16.77	eV

Each line ends with the Mulliken charge.
Cartesian coordinates (Å):
Ru (6.34425, -13.51197, 10.96805)  0.031
C (3.72521, -18.29426, 12.49325)  -0.860
O (4.51136, -17.15123, 12.84622)  -0.318
C (4.81309, -16.19790, 11.91444)  0.483
O (5.52649, -15.25354, 12.27736)  -0.344
N (4.32737, -16.42085, 10.69782)  -0.194
N (4.47139, -15.51185, 9.65063)  -0.441
H (3.59739, -18.84197, 13.43591)  0.262
H (4.22546, -18.95375, 11.75195)  0.354
H (2.71755, -18.03441, 12.15112)  0.373
H (3.78447, -17.28144, 10.58973)  0.235
H (3.57693, -15.36239, 9.17190)  0.322
H (5.16924, -15.82210, 8.98174)  0.287
O (8.91177, -11.02929, 17.70784)  -0.536
N (7.85194, -10.94816, 16.95804)  0.924
O (6.83368, -10.19126, 17.28988)  -0.559
C (7.83226, -11.66235, 15.78085)  -0.641
C (8.96646, -12.45953, 15.52030)  -0.600
C (9.08647, -13.17187, 14.32762)  0.528
C (10.15285, -14.03609, 14.06095)  -0.387
C (10.15491, -14.76966, 12.86842)  -1.157
C (9.08870, -14.63251, 11.97005)  -0.048
N (8.01818, -13.83128, 12.24998)  0.340
C (8.00474, -13.12328, 13.39091)  0.112
C (6.85303, -12.34893, 13.68181)  -0.443
N (5.85850, -12.45079, 12.75128)  0.782
C (4.66914, -11.87902, 13.05244)  -0.101
C (4.45214, -11.18124, 14.23338)  -1.288
C (5.46523, -11.07202, 15.16738)  -0.439
C (6.71465, -11.62088, 14.88956)  0.933
H (9.75785, -12.42905, 16.27292)  0.610
H (10.97501, -14.08862, 14.77509)  0.498
H (10.99795, -15.42025, 12.62636)  0.428
H (9.06640, -15.19217, 11.04546)  0.593
H (3.85818, -11.95389, 12.33824)  0.219
H (3.47835, -10.74080, 14.41624)  0.513
H (5.32503, -10.60362, 16.13456)  0.673
O (11.20699, -14.43330, 3.54200)  -0.374
C (11.15140, -13.48978, 4.59521)  0.720
O (11.90074, -12.54841, 4.49837)  -0.077
C (10.23690, -13.79945, 5.70864)  0.122
C (9.61864, -12.71051, 6.35653)  -0.682
C (8.76327, -12.84694, 7.45531)  -0.573
C (8.49136, -14.14517, 7.95702)  0.965
S (7.35929, -14.63611, 9.19594)  -0.135
C (9.08303, -15.24438, 7.30345)  -0.605
C (9.92875, -15.08634, 6.18285)  -0.766
H (10.33650, -14.90305, 3.49942)  0.397
H (9.82160, -11.70449, 6.04039)  0.457
H (8.31917, -11.99449, 7.96096)  0.438
H (8.82601, -16.24198, 7.63829)  0.504
H (10.33546, -15.99143, 5.75220)  0.498
C (5.74703, -10.11338, 10.01659)  -0.610
O (4.61500, -10.99087, 10.02478)  -0.364
P (4.79376, -12.56209, 9.72679)  1.430
O (3.23408, -12.99044, 9.71988)  -0.411
C (2.16715, -12.33680, 10.40746)  -0.787
O (5.12509, -12.67416, 8.17603)  -0.108
C (4.38479, -12.09478, 7.05213)  -0.770
H (5.34826, -9.11147, 9.89278)  0.325
H (6.42614, -10.35374, 9.19712)  0.238
H (6.33158, -10.19885, 10.96699)  0.156
H (1.27514, -12.48788, 9.78223)  0.288
H (2.37946, -11.27348, 10.54762)  0.392
H (2.01178, -12.81397, 11.38428)  0.301
H (5.01707, -12.28344, 6.20109)  0.282
H (4.21304, -11.01791, 7.18363)  0.312
H (3.42364, -12.60538, 6.92268)  0.289



[3]
A molecular structure, C24H27N5SSeSiTl. Source: the OMol25 dataset; level of theory: ωB97M-V/def2-TZVPD.

Output
HOMO-LUMO gap	0.236	Ha
2S+1	1
calculated total energy	-4466.3418	Ha
net charge	-1
HOMO level	-3.80	eV

Each line ends with the Mulliken charge.
Cartesian coordinates (Å):
Tl (-0.33023, -1.51333, -0.60638)  0.567
C (0.40567, 1.18733, -4.82201)  -0.737
C (-0.52511, 0.71236, -3.87880)  -0.440
N (-0.36738, 0.82531, -2.58501)  -0.232
C (0.75724, 1.42434, -2.10356)  -0.271
C (1.75317, 1.93305, -2.97445)  1.228
C (1.53567, 1.79573, -4.36300)  -0.679
C (2.91483, 2.53849, -2.44904)  -1.077
C (3.06979, 2.60531, -1.09197)  -0.826
C (2.09722, 2.10267, -0.21840)  -0.221
C (0.92848, 1.51205, -0.67497)  0.058
N (-0.00536, 0.89724, 0.12281)  0.849
C (-0.32649, 1.36869, 1.33852)  -0.482
C (-0.13738, 2.68011, 1.80090)  -0.522
C (-0.64509, 3.11886, 3.02757)  -0.891
C (-1.35760, 2.29649, 3.86410)  -1.143
C (-1.57413, 0.95776, 3.46265)  1.591
C (-2.31383, 0.04267, 4.24633)  -0.802
C (-2.51642, -1.23143, 3.80702)  -0.751
C (-1.96442, -1.60739, 2.56669)  -0.350
N (-1.26798, -0.79113, 1.82117)  -0.006
C (-1.06267, 0.48596, 2.22971)  -0.136
H (0.21762, 1.06209, -5.87987)  0.376
H (-1.43157, 0.21448, -4.21104)  0.433
H (2.28344, 2.17426, -5.05110)  0.401
H (3.67204, 2.91647, -3.12457)  0.359
H (3.97450, 3.03219, -0.67561)  0.355
H (2.27926, 2.11177, 0.84828)  0.596
H (0.39284, 3.38143, 1.17120)  0.435
H (-0.47341, 4.15059, 3.31590)  0.343
H (-1.74635, 2.64573, 4.81224)  0.351
H (-2.71839, 0.37563, 5.19619)  0.397
H (-3.08380, -1.94772, 4.38634)  0.377
H (-2.11885, -2.60864, 2.17855)  0.424
S (-4.06043, -1.33842, -0.45573)  -0.376
C (-3.76083, 0.28871, -0.23793)  -0.054
N (-4.20619, 1.04065, 0.79770)  -0.150
C (-3.62535, 2.37686, 0.81799)  -0.103
C (-2.87900, 2.42766, -0.53267)  -0.212
N (-3.06577, 1.09005, -1.07710)  0.065
H (-4.55589, 0.57102, 1.61378)  0.256
H (-2.95007, 2.51346, 1.66494)  -0.082
H (-4.40865, 3.13555, 0.86747)  0.312
H (-1.81907, 2.64011, -0.40235)  -0.042
H (-3.30874, 3.17905, -1.19810)  0.434
H (-2.31902, 0.67829, -1.63173)  0.078
C (4.56608, -4.31217, 0.13807)  -1.068
Si (2.82165, -3.72313, -0.28064)  0.417
C (1.62811, -4.86174, 0.64235)  -0.940
C (2.57841, -4.06260, -2.12283)  -0.948
Se (2.53318, -1.58554, 0.23373)  -0.589
H (4.71004, -5.36536, -0.12230)  0.312
H (4.76575, -4.18791, 1.20420)  0.261
H (5.30081, -3.71660, -0.40770)  0.258
H (1.80880, -5.91456, 0.40332)  0.330
H (0.59235, -4.62623, 0.38585)  0.198
H (1.74176, -4.72484, 1.71983)  0.263
H (2.75532, -5.11612, -2.36202)  0.316
H (3.27484, -3.45297, -2.70251)  0.271
H (1.56656, -3.80266, -2.44203)  0.219